Run 1
# C4H31N2O13

A 12-piece molecular cluster, C4H31N2O13 overall (the ωB97M-V functional and the def2-TZVPD basis, the Open Molecules 2025 dataset).

Summary:
HOMO level: -5.8505 eV
Net charge: -1

Structure (XYZ):
```
50
C4H31N2O13 the ωB97M-V functional and the def2-TZVPD basis
O -0.42 -4.40 0.30
O -2.82 -2.97 -0.58
O 3.52 2.42 -0.45
O -0.02 -1.33 3.87
O 4.34 0.66 1.74
O -0.94 1.51 -2.45
O -3.46 -0.47 -2.05
O -2.58 -0.92 1.66
O -2.33 3.48 1.23
O -0.37 -2.03 1.37
O -1.10 -1.52 -3.53
O 1.18 2.79 2.40
O 3.64 -0.09 -1.04
N -0.90 1.20 0.41
N 1.02 2.57 -1.88
C 0.04 1.62 -1.72
C 0.14 0.71 -0.55
C 0.63 -1.60 0.55
C 0.15 -0.82 -0.73
H -3.08 0.27 -1.57
H -0.79 0.55 1.18
H -0.88 -0.61 -3.76
H 1.92 2.52 -1.36
H -2.42 2.66 1.73
H -0.55 -3.78 1.04
H 0.72 -1.05 -1.64
H 0.78 2.22 3.07
H 3.65 1.70 0.21
H 3.40 3.13 0.21
H -2.75 -0.91 2.61
H -1.62 3.36 0.60
H 4.18 -0.29 1.67
H 3.00 0.02 -1.78
H -1.84 1.24 0.05
H 1.21 -2.43 0.14
H -1.91 -1.46 -2.99
H 0.76 -0.82 3.64
H 1.05 0.85 0.04
H 4.05 0.74 2.66
H -0.86 -1.11 -1.01
H 0.87 3.16 -2.69
H 0.10 -4.13 -0.47
H 0.71 2.68 1.56
H -0.17 -1.87 3.04
H -1.89 -3.02 -0.28
H 4.52 -0.11 -1.42
H -3.15 -2.79 0.31
H -1.66 -1.41 1.48
H 1.40 -0.95 1.08
H -3.54 -1.31 -1.57
```

Atomic partial charges in e from the Löwdin method, atoms 1 to 2: -0.10, -0.08

Run 2
# C4H31N2O13

A 12-piece molecular cluster, C4H31N2O13 overall (the ωB97M-V functional and the def2-TZVPD basis, the Open Molecules 2025 dataset).

Summary:
HOMO level: -6.7860 eV
Net charge: -1

Structure (XYZ):
```
50
C4H31N2O13 the ωB97M-V functional and the def2-TZVPD basis
O 2.01 -2.64 0.47
O -1.43 3.12 2.82
O 1.74 0.41 -2.93
O 4.20 1.21 0.45
O 1.19 -0.49 3.88
O -3.19 -0.86 1.37
O -0.51 -1.40 2.03
O -1.58 -3.32 -2.63
O 1.30 2.38 1.60
O 2.28 3.24 -0.70
O -3.88 0.28 -2.27
O -0.91 0.97 1.24
O -1.71 -3.37 0.50
N 0.47 -1.35 -3.19
N 1.55 -0.15 -0.27
C -0.41 1.39 -1.09
C 0.82 -0.26 -2.48
C -1.44 1.35 0.02
C 0.34 0.02 -1.03
H 1.14 3.14 2.21
H -1.35 2.24 3.29
H -1.10 -3.53 1.22
H 3.96 1.26 -0.47
H 0.37 -0.94 3.59
H -2.04 2.33 0.09
H 2.31 0.49 -0.44
H 0.13 -1.94 1.56
H 1.45 0.14 0.69
H -1.83 -3.14 -1.72
H 1.48 0.03 3.14
H -3.48 1.08 -1.86
H -2.09 -2.49 0.53
H 0.35 2.03 -0.80
H 1.57 3.00 0.01
H -0.35 -0.74 -0.58
H 0.30 2.12 1.54
H 3.49 1.09 1.05
H 0.98 -1.56 -4.02
H -0.09 -2.07 -2.76
H 2.02 -1.87 -0.15
H 1.41 -3.23 -0.01
H -0.59 -0.37 1.73
H -1.45 2.74 1.91
H -1.96 -2.59 -3.13
H -2.45 -0.27 1.22
H -3.96 -0.47 -1.68
H -2.14 0.61 -0.36
H -0.87 1.72 -2.05
H -3.03 -1.38 2.15
H 2.10 2.56 -1.36
```

Atomic partial charges in e from the Löwdin method, atoms 1 to 2: -0.09, -0.10

How far above the most stable structure does each one sit? In eV: run 1 0.000; run 2 0.417.

Run 1
# C2H3O2P

The molecule C2H3O2P (the ωB97M-V functional and the def2-TZVPD basis, the Open Molecules 2025 dataset).

Summary:
HOMO level: -8.8597 eV
Net charge: 0

Structure (XYZ):
```
8
C2H3O2P the ωB97M-V functional and the def2-TZVPD basis
P -0.62 0.82 1.25
O 0.05 -1.51 -0.16
O -0.74 2.32 1.19
C -0.04 -0.18 0.09
C 0.37 -0.58 -1.23
H 1.42 -0.53 -1.50
H -0.08 0.21 2.41
H -0.36 -0.56 -2.05
```

Atomic partial charges in e from the Löwdin method, atoms 1 to 2: 0.78, -0.01

Run 2
# C2H3O2P

The molecule C2H3O2P (the ωB97M-V functional and the def2-TZVPD basis, the Open Molecules 2025 dataset).

Summary:
HOMO level: -10.3773 eV
SMILES: O=C1O[C@@H]1P
Net charge: 0

Structure (XYZ):
```
8
C2H3O2P the ωB97M-V functional and the def2-TZVPD basis
P -1.73 -0.50 0.07
O 2.64 -0.52 0.11
O 0.86 1.00 0.21
C 0.12 -0.08 -0.49
C 1.56 -0.09 -0.04
H -1.40 -0.78 1.40
H -2.11 0.81 0.30
H 0.07 0.16 -1.56
```

Atomic partial charges in e from the Löwdin method, atoms 1 to 2: 0.82, 0.17

How far above the most stable structure does each one sit? In eV: run 1 0.833; run 2 0.000.

Run 1
# C18H23N3O2

The molecule C18H23N3O2 (the ωB97M-V functional and the def2-TZVPD basis, the Open Molecules 2025 dataset).

Summary:
HOMO level: -7.6909 eV
SMILES: CN(C)c1ccc(C(C[N+](=O)[O-])c2ccc(N(C)C)cc2)cc1
Net charge: 0

Structure (XYZ):
```
46
C18H23N3O2 the ωB97M-V functional and the def2-TZVPD basis
O 2.94 1.90 -2.58
O 2.89 -0.26 -3.08
N 3.95 -2.84 1.79
N -4.94 1.95 -0.53
N 2.37 0.79 -2.68
C -5.72 2.44 0.58
C 3.11 -1.82 1.32
C -1.30 2.57 -0.50
C -2.67 2.80 -0.43
C 3.68 -0.86 0.46
C 0.90 0.83 -2.26
C 1.73 -1.72 1.65
C -5.74 1.35 -1.58
C 0.93 -0.75 1.04
C 2.88 0.16 -0.04
C 0.70 1.11 -0.77
C -1.66 0.17 -0.43
C -3.57 1.71 -0.43
C -0.79 1.26 -0.51
C 4.49 -3.81 0.87
C 4.07 -3.21 3.18
C -3.05 0.39 -0.39
C 1.48 0.11 0.08
H 1.15 2.10 -0.60
H 0.48 1.62 -2.89
H 3.32 -3.95 3.49
H -3.06 3.82 -0.46
H 1.29 -2.44 2.35
H -5.10 3.05 1.24
H 3.34 1.04 -0.47
H -0.60 3.40 -0.53
H -5.16 1.28 -2.51
H -3.73 -0.46 -0.30
H 0.49 -0.14 -2.55
H 4.53 -3.39 -0.14
H 5.07 -3.65 3.32
H -6.15 1.61 1.17
H -6.62 1.98 -1.76
H -6.09 0.34 -1.32
H -1.27 -0.85 -0.37
H 5.50 -4.09 1.19
H 3.98 -2.32 3.82
H -0.12 -0.65 1.32
H 4.75 -0.88 0.21
H 3.88 -4.73 0.84
H -6.56 3.04 0.19
```

Atomic partial charges in e from the Löwdin method, atoms 1 to 2: 0.03, 0.07

Run 2
# C18H23N3O2

The molecule C18H23N3O2 (the ωB97M-V functional and the def2-TZVPD basis, the Open Molecules 2025 dataset).

Summary:
HOMO level: -8.4795 eV
SMILES: COc1cccc(CNC(=O)Cn2cc3c(n2)CCCCC3)c1
Net charge: 0

Structure (XYZ):
```
46
C18H23N3O2 the ωB97M-V functional and the def2-TZVPD basis
O 1.52 1.84 3.27
O 2.66 -2.66 -2.54
N -0.32 0.26 -2.23
N -0.35 -0.99 -2.71
N 2.28 -0.50 -1.91
C -1.40 0.40 -1.47
C -2.43 0.21 1.22
C -1.42 -1.66 -2.26
C 2.01 -1.63 -2.58
C -1.71 1.67 -0.78
C 0.76 -1.48 -3.48
C 1.60 0.77 2.43
C -1.75 1.50 0.75
C -2.14 -0.80 -1.46
C 1.61 -1.52 0.85
C -3.70 -0.13 0.43
C -3.41 -1.10 -0.73
C 0.83 -1.46 1.99
C 2.38 0.72 1.28
C 0.82 -0.33 2.78
C 2.39 -0.43 0.50
C 3.19 -0.47 -0.78
C 2.28 2.99 2.98
H 1.99 3.43 2.02
H 0.99 -0.78 -4.29
H 2.99 1.56 0.99
H -4.43 -0.61 1.09
H -4.25 -1.08 -1.43
H 3.35 2.77 2.97
H -1.73 -0.61 1.14
H -2.27 2.37 1.17
H 1.57 0.22 -1.95
H -0.96 2.41 -1.05
H 3.84 0.40 -0.87
H 1.61 -2.40 0.23
H -3.34 -2.12 -0.34
H -1.60 -2.68 -2.53
H 2.07 3.70 3.77
H 3.79 -1.38 -0.83
H -0.73 1.51 1.14
H 0.22 -2.31 2.27
H -2.68 0.33 2.28
H -4.16 0.78 0.05
H 0.22 -0.27 3.68
H -2.68 2.03 -1.13
H 0.51 -2.46 -3.90
```

Atomic partial charges in e from the Löwdin method, atoms 1 to 2: -0.09, 0.06

How far above the most stable structure does each one sit? In eV: run 1 4.415; run 2 0.000.

Run 1
# C6H8N2O2S

A 2-piece molecular cluster, C6H8N2O2S overall (the ωB97M-V functional and the def2-TZVPD basis, the Open Molecules 2025 dataset).

Summary:
HOMO level: -8.9624 eV
Net charge: 0

Structure (XYZ):
```
19
C6H8N2O2S the ωB97M-V functional and the def2-TZVPD basis
S 0.09 -2.80 0.27
O 1.48 -2.28 0.33
O -0.46 -2.67 -1.18
N 0.31 1.32 1.25
N -1.76 -0.61 0.87
C -0.55 1.89 0.45
C 1.43 0.42 -0.73
C 0.36 0.96 -1.52
C 1.29 0.62 0.69
C -0.72 -1.20 1.22
C -0.63 1.72 -0.91
H -1.99 0.09 1.55
H -0.30 -1.08 2.18
H 1.95 0.17 1.42
H -0.40 -1.75 -1.57
H 0.34 0.77 -2.55
H 2.31 -0.18 -1.13
H -1.31 2.52 0.83
H -1.45 2.09 -1.44
```

Atomic partial charges in e from the Löwdin method, atoms 1 to 2: 0.89, -0.53

Run 2
# C6H8N2O2S

The molecule C6H8N2O2S (the ωB97M-V functional and the def2-TZVPD basis, the Open Molecules 2025 dataset).

Summary:
HOMO level: -8.5054 eV
SMILES: Nc1cccc(S(N)(=O)=O)c1
Net charge: 0

Structure (XYZ):
```
19
C6H8N2O2S the ωB97M-V functional and the def2-TZVPD basis
S 1.93 1.27 -0.88
O 3.23 0.73 -0.42
O 1.52 1.51 -2.20
N 1.72 2.72 -0.08
N -2.70 -1.10 -0.93
C 0.01 -1.45 1.48
C -1.49 -0.98 -0.23
C 0.98 -0.49 1.06
C 0.71 0.11 -0.18
C -1.19 -1.64 0.93
C -0.49 -0.15 -0.82
H 0.85 3.26 -0.33
H -3.44 -1.60 -0.33
H 1.91 -0.37 1.58
H 0.19 -2.11 2.31
H 1.85 2.65 0.95
H -0.66 0.21 -1.90
H -1.91 -2.34 1.37
H -3.00 -0.24 -1.38
```

Atomic partial charges in e from the Löwdin method, atoms 1 to 2: 0.61, -0.32

How far above the most stable structure does each one sit? In eV: run 1 2.002; run 2 0.000.